Entry A
3 unconnected molecules or ions with the total composition C5H10O2, computed with wB97M-V/def2-TZVPD.

Each line ends with the natural charge from an NBO analysis.
CARTESIAN COORDINATES (ANGSTROEM)
C: -0.1162 -1.7380 0.0110  -0.432
C: -0.7417 -0.5728 0.0739  -0.002
C: -1.7221 0.1469 -0.8124  -0.102
O: -1.9156 1.1542 0.1942  -0.530
C: -0.9979 0.5035 1.0992  -0.108
H: 0.3917 -2.1592 0.8736  0.215
H: -0.1215 -2.3181 -0.9089  0.207
H: -2.6224 -0.4595 -0.9764  0.186
H: -1.3822 0.5590 -1.7715  0.187
H: -0.1490 1.1521 1.3549  0.211
H: -1.4800 0.1566 2.0214  0.189
H: 1.2054 2.3834 -0.3905  0.004
H: 0.5242 2.3056 -0.6814  -0.008
C: 2.2803 -0.2805 -0.0257  0.282
O: 2.2983 0.2357 1.0642  -0.530
H: 2.6360 -1.3158 -0.1996  0.113
H: 1.9125 0.2468 -0.9260  0.116

Calculated values
Net charge: 0
SMILES: C=C1COC1.[H][H].C=O
Frontier orbital gap (eV): 10.3
HOMO (eV): -9.5

Entry B
3 unconnected molecules or ions with the total composition C5H10O2, computed with wB97M-V/def2-TZVPD.

Each line ends with the natural charge from an NBO analysis.
CARTESIAN COORDINATES (ANGSTROEM)
C: 0.0649 -1.3679 0.0890  -0.445
C: -0.7767 -0.3512 0.1639  0.016
C: -1.8355 0.2594 -0.7179  -0.104
O: -2.3068 1.0539 0.3846  -0.528
C: -1.2985 0.5281 1.2692  -0.105
H: 0.6060 -1.6963 0.9709  0.212
H: 0.2106 -1.9228 -0.8344  0.208
H: -2.5763 -0.4746 -1.0576  0.187
H: -1.5218 0.8788 -1.5686  0.190
H: -0.6317 1.3151 1.6436  0.199
H: -1.7194 -0.0279 2.1148  0.186
H: 1.0693 1.6523 -0.1622  0.042
H: 0.3878 1.6740 -0.4597  -0.052
C: 2.5418 -0.3894 -0.2212  0.281
O: 2.6810 0.5682 0.4975  -0.520
H: 2.7708 -1.4130 0.1274  0.115
H: 2.1953 -0.3104 -1.2700  0.119

Calculated values
Net charge: 0
SMILES: C=C1COC1.[H][H].C=O
Frontier orbital gap (eV): 10.1
HOMO (eV): -9.5

Entry C
2 unconnected molecules or ions with the total composition C5H10O2, computed with wB97M-V/def2-TZVPD.

Each line ends with the natural charge from an NBO analysis.
CARTESIAN COORDINATES (ANGSTROEM)
C: -2.6271 -0.5552 -0.0960  -0.596
C: -1.4018 0.1287 -0.7386  -0.498
C: -0.1297 -0.2934 -0.0285  0.435
O: 0.5647 -1.2769 -0.4897  -0.649
C: 1.7958 1.1432 -0.0002  -0.737
C: 2.6118 0.3225 0.8216  0.350
O: 2.5409 -0.9284 0.9712  -0.665
H: -3.5480 -0.2256 -0.5944  0.223
H: -2.5574 -1.6430 -0.1848  0.215
H: -2.7189 -0.2956 0.9644  0.209
H: -1.3656 -0.1292 -1.8024  0.225
H: -1.5401 1.2110 -0.6415  0.234
H: -0.1249 -0.1250 1.0437  0.172
H: 1.4391 -1.3424 0.1524  0.509
H: 1.9469 2.1925 0.2594  0.205
H: 1.7464 0.9571 -1.0689  0.234
H: 3.3680 0.8596 1.4322  0.134

Calculated values
Net charge: 0
Frontier orbital gap (eV): 8.2
HOMO (eV): -8.0

Entry D
2 unconnected molecules or ions with the total composition C5H10O2, computed with wB97M-V/def2-TZVPD.

Each line ends with the natural charge from an NBO analysis.
CARTESIAN COORDINATES (ANGSTROEM)
C: -0.8480 -1.5946 1.7736  -0.523
C: -0.6300 -1.1072 0.5119  0.302
O: -0.3873 -1.9377 -0.5272  -0.722
C: -0.4869 0.2342 0.0340  -0.264
C: 0.1857 1.2147 0.7527  -0.145
C: 0.2083 2.6166 0.3427  -0.663
H: -0.8873 -2.6420 1.8460  0.191
H: -0.7240 -0.9727 2.5990  0.210
H: -0.3917 -2.9272 -0.4208  0.501
H: -1.0057 0.3868 -1.0205  0.236
H: 0.7746 0.7999 1.5783  0.208
H: -0.2531 2.7024 -0.6573  0.223
H: -0.1449 3.3778 1.0187  0.232
H: 1.2391 3.0839 0.1725  0.219
O: 0.8257 -1.1356 -2.9329  -0.937
H: 1.7313 -0.7618 -3.0284  0.459
H: 0.7942 -1.3376 -2.0421  0.475

Calculated values
Net charge: 0
SMILES: C=C(O)/C=C/C.O
Frontier orbital gap (eV): 9.2
HOMO (eV): -8.5

Energy ordering: entry D at the bottom, the next structure 54.9 kJ/mol above.

Entry A
C5H10O2 in the gas phase, computed with wB97M-V/def2-TZVPD.

Each line ends with the natural charge from an NBO analysis.
CARTESIAN COORDINATES (ANGSTROEM)
C: 1.8801 0.5516 -0.4419  -0.673
C: 0.9686 -0.3562 -0.0099  0.376
O: 1.3703 -1.6154 -0.2966  -0.724
C: -0.4743 -0.1851 0.3877  0.170
C: -0.7443 1.2044 0.9369  -0.612
C: -1.3188 -0.4661 -0.8639  -0.619
O: -0.7728 -1.1219 1.4110  -0.702
H: 2.9447 0.3002 -0.3682  0.236
H: 1.6249 1.5757 -0.6200  0.220
H: 1.8743 -0.9762 -1.0329  0.534
H: -0.0992 1.4164 1.7938  0.226
H: -1.7882 1.2649 1.2543  0.223
H: -0.5725 1.9631 0.1661  0.211
H: -2.3770 -0.4125 -0.5965  0.221
H: -1.0986 -1.4662 -1.2509  0.221
H: -1.1123 0.2638 -1.6562  0.212
H: -0.3049 -1.9406 1.1872  0.480

Calculated values
Net charge: 0
SMILES: C=C(O)C(C)(C)O
Frontier orbital gap (eV): 9.9
HOMO (eV): -9.1

Entry B
2 unconnected molecules or ions with the total composition C5H10O2, computed with wB97M-V/def2-TZVPD.

Each line ends with the natural charge from an NBO analysis.
CARTESIAN COORDINATES (ANGSTROEM)
C: -1.3798 1.7651 -0.0367  -0.614
C: -0.3619 0.7339 0.4230  -0.019
O: -1.0149 -0.4367 0.8667  -0.525
C: -0.4750 -1.6191 0.2718  -0.064
C: 0.4419 -1.1940 -0.8761  -0.566
C: 0.5572 0.3115 -0.7157  0.603
O: 1.2392 1.0590 -1.3731  -0.527
H: -2.0227 2.0614 0.7965  0.222
H: -2.0097 1.3372 -0.8237  0.210
H: -0.8663 2.6469 -0.4304  0.226
H: 0.2648 1.1532 1.2266  0.196
H: -1.3212 -2.2221 -0.0720  0.187
H: 0.0661 -2.1976 1.0320  0.174
H: 1.4363 -1.6479 -0.8379  0.249
H: 0.0210 -1.4069 -1.8642  0.246
H: 2.6607 -0.4004 1.4953  -0.004
H: 2.7644 0.0564 0.9179  0.005

Calculated values
Net charge: 0
SMILES: C[C@H]1OCCC1=O.[H][H]
Frontier orbital gap (eV): 10.6
HOMO (eV): -9.7

Entry C
C5H10O2 in the gas phase, computed with wB97M-V/def2-TZVPD.

Each line ends with the natural charge from an NBO analysis.
CARTESIAN COORDINATES (ANGSTROEM)
C: 1.7299 0.6901 0.5720  -0.614
C: 1.0861 0.2740 -0.7776  -0.404
C: 0.2149 -0.9749 -0.7212  -0.386
C: -0.9211 -0.9042 0.3228  -0.526
C: -1.5706 0.4442 0.4955  0.799
O: -1.5560 1.1134 1.4863  -0.548
O: -2.3316 0.8357 -0.5913  -0.735
H: 2.3036 1.5866 0.3444  0.213
H: 1.0284 0.8291 1.3861  0.216
H: 2.3881 -0.1087 0.9336  0.195
H: 0.4015 1.1057 -0.9544  0.202
H: 1.9144 0.1154 -1.4636  0.214
H: -0.2067 -1.2420 -1.6999  0.209
H: 0.7746 -1.9027 -0.5416  0.205
H: -0.4004 -1.0395 1.2788  0.225
H: -1.6190 -1.7255 0.1954  0.240
H: -3.2359 0.9033 -0.2653  0.494

Calculated values
Net charge: 0
SMILES: CCCCC(=O)O
Frontier orbital gap (eV): 11.3
HOMO (eV): -10.6

Entry D
C5H10O2 in the gas phase, computed with wB97M-V/def2-TZVPD.

Each line ends with the natural charge from an NBO analysis.
CARTESIAN COORDINATES (ANGSTROEM)
C: 2.2774 -0.4379 0.7925  -0.246
O: 0.8881 -0.3036 0.5828  -0.564
C: 0.5614 -0.1210 -0.7873  -0.056
C: -0.9117 0.1669 -0.9747  -0.294
C: -1.8542 -0.5733 -0.1075  -0.465
C: -1.6149 1.0350 -0.0024  0.053
O: -0.9340 1.6215 1.0451  -0.706
H: 2.6725 -1.3256 0.2784  0.173
H: 2.4357 -0.5464 1.8677  0.200
H: 2.8199 0.4490 0.4342  0.172
H: 1.1655 0.6957 -1.2055  0.174
H: 0.7951 -1.0446 -1.3383  0.181
H: -1.1602 0.2589 -2.0264  0.226
H: -2.7756 -0.9227 -0.5908  0.208
H: -1.5546 -1.0841 0.7889  0.224
H: -2.6848 1.0391 0.0597  0.234
H: -0.1258 1.0932 1.1835  0.486

Calculated values
Net charge: 0
SMILES: COC[C@H]1C[C@H]1O
Frontier orbital gap (eV): 9.1
HOMO (eV): -8.2

Energy ordering: entry C at the bottom, the next structure 111.9 kJ/mol above.

Entry A
2 unconnected molecules or ions with the total composition C5H10O2, computed with wB97M-V/def2-TZVPD.

Each line ends with the natural charge from an NBO analysis.
CARTESIAN COORDINATES (ANGSTROEM)
C: 0.9573 -1.9012 0.1452  -0.639
C: 0.5702 -0.9147 -0.9446  -0.011
O: -0.8000 -0.6222 -1.0261  -0.709
C: 0.8465 0.5036 -0.6757  -0.008
C: -0.8996 1.9170 0.1398  -0.587
C: -1.1836 1.1308 1.2302  0.274
O: -1.5872 -0.1009 1.1902  -0.671
H: 2.0469 -2.0129 0.2046  0.208
H: 0.5767 -1.5713 1.1186  0.219
H: 0.5157 -2.8775 -0.0771  0.226
H: 0.9562 -1.2483 -1.9193  0.172
H: -1.3453 -0.4552 0.1667  0.494
H: 1.3261 0.8334 0.2381  0.203
H: 0.8860 1.1846 -1.5164  0.210
H: -1.3335 1.6955 -0.8251  0.243
H: -0.5277 2.9230 0.3116  0.211
H: -1.0047 1.5162 2.2393  0.163

Calculated values
Net charge: 0
Frontier orbital gap (spin up / spin down) (eV): 7.7 / 7.7
HOMO (spin up / spin down) (eV): -8.4 / -8.4

Entry B
C5H10O2 in the gas phase, computed with wB97M-V/def2-TZVPD.

Each line ends with the natural charge from an NBO analysis.
CARTESIAN COORDINATES (ANGSTROEM)
C: 0.3852 -1.5804 0.4823  -0.452
C: 0.6835 -0.3546 0.0963  0.052
C: 2.4328 0.1617 0.1271  -0.649
C: 0.1008 0.8079 -0.4895  -0.465
C: -1.7208 0.5904 -0.3649  0.378
O: -2.1543 0.8589 0.9447  -0.731
O: -2.2187 -0.6486 -0.7980  -0.740
H: 1.1573 -2.2683 0.8109  0.209
H: -0.6244 -1.9696 0.3977  0.226
H: 2.6347 1.1856 -0.1894  0.203
H: 2.9553 -0.5326 -0.5316  0.210
H: 2.7380 0.0466 1.1679  0.209
H: 0.2455 1.7158 0.0966  0.230
H: 0.3161 0.9069 -1.5532  0.234
H: -2.1170 1.3841 -1.0057  0.131
H: -1.6262 0.2999 1.5351  0.474
H: -3.1877 -0.6037 -0.7263  0.480

Calculated values
Net charge: 0
SMILES: C=C(C)CC(O)O
Frontier orbital gap (eV): 10.0
HOMO (eV): -9.1

Entry C
C5H10O2 in the gas phase, computed with wB97M-V/def2-TZVPD.

Each line ends with the natural charge from an NBO analysis.
CARTESIAN COORDINATES (ANGSTROEM)
C: -1.7449 0.8270 -1.2826  -0.637
C: -1.3033 -0.5213 -0.7308  -0.067
O: 0.1117 -0.6161 -0.6225  -0.533
C: 0.6357 -0.4480 0.6754  -0.006
C: 2.0996 -0.8709 0.6301  -0.616
C: 0.5671 1.0143 1.0921  0.419
O: 0.2690 1.4051 2.1948  -0.512
H: -2.8134 0.8106 -1.5397  0.216
H: -1.5766 1.6419 -0.5692  0.207
H: -1.1805 1.0521 -2.1917  0.216
H: -1.7793 -0.7179 0.2415  0.170
H: -1.6078 -1.3194 -1.4168  0.185
H: 0.0765 -1.0449 1.4121  0.184
H: 2.5610 -0.7834 1.6187  0.221
H: 2.1774 -1.9063 0.2855  0.229
H: 2.6498 -0.2364 -0.0731  0.215
H: 0.8579 1.7136 0.2762  0.109

Calculated values
Net charge: 0
SMILES: CCO[C@@H](C)C=O
Frontier orbital gap (eV): 10.6
HOMO (eV): -9.6

Energy ordering: entry C at the bottom, the next structure 187.7 kJ/mol above.

Entry A
C5H10O2 in the gas phase, computed with wB97M-V/def2-TZVPD.

Each line ends with the natural charge from an NBO analysis.
CARTESIAN COORDINATES (ANGSTROEM)
C: 0.9494 -0.5112 1.2159  -0.626
C: 0.4615 0.3352 0.0622  -0.216
C: 1.3347 0.1452 -1.1747  -0.606
C: -1.0645 -0.0074 -0.3429  -0.007
O: -1.6369 1.0315 -1.0975  -0.711
C: -1.8832 -0.1907 0.8946  0.430
O: -1.8495 -1.1824 1.5824  -0.516
H: 2.0316 -0.4454 1.3209  0.212
H: 0.6049 -1.5597 1.0681  0.223
H: 0.4756 -0.2281 2.1543  0.220
H: 0.4551 1.3900 0.3557  0.205
H: 2.3659 0.3961 -0.9391  0.218
H: 1.0132 0.7822 -1.9967  0.195
H: 1.3085 -0.8912 -1.5057  0.208
H: -1.0480 -0.9548 -0.9018  0.178
H: -1.1178 1.1558 -1.8994  0.476
H: -2.4004 0.7350 1.2039  0.118

Calculated values
Net charge: 0
SMILES: CC(C)[C@H](O)C=O
Frontier orbital gap (eV): 10.7
HOMO (eV): -9.8

Entry B
2 unconnected molecules or ions with the total composition C5H10O2, computed with wB97M-V/def2-TZVPD.

Each line ends with the natural charge from an NBO analysis.
CARTESIAN COORDINATES (ANGSTROEM)
O: 0.8799 1.2604 -0.5521  -0.587
C: 0.3568 0.1862 -0.7566  0.485
C: 0.3161 -0.8941 0.2686  -0.554
C: 1.8158 -1.3779 0.2304  -0.054
O: 2.6333 -0.7968 -0.7725  -0.716
H: 0.0075 -0.1094 -1.7614  0.123
H: 0.0549 -0.4926 1.2551  0.236
H: -0.4120 -1.6802 0.0180  0.219
H: 2.2434 -1.1976 1.2189  0.171
H: 1.8365 -2.4397 0.0035  0.188
H: 2.6890 0.1588 -0.6179  0.483
C: -2.4118 0.6703 0.3197  -0.426
C: -1.7411 1.8049 0.1609  -0.359
H: -2.5672 0.2324 1.3025  0.195
H: -2.8039 0.1152 -0.5297  0.193
H: -1.2829 2.3259 0.9979  0.201
H: -1.5350 2.2233 -0.8204  0.202

Calculated values
Net charge: 0
SMILES: O=CCCO.C=C
Frontier orbital gap (eV): 10.8
HOMO (eV): -9.9

Energy ordering: entry A at the bottom, the next structure 142.8 kJ/mol above.